Entry 1:
{
  "formula": "C2H4NO2P",
  "method": "the ωB97M-V functional and the def2-TZVPD basis",
  "elements": ["C", "C", "N", "O", "O", "P", "H", "H", "H", "H"],
  "xyz": [[0.3964, 0.7709, -0.7307], [1.2817, 0.5172, 0.4553], [-1.1013, -0.2535, -0.3276], [0.4170, 1.2853, -1.7725], [-2.3758, -2.1859, 0.5570], [-1.0942, -1.4772, 0.6934], [0.8983, 1.3490, 1.0916], [1.1284, -0.4702, 0.8940], [2.3413, 0.7462, 0.1054], [-1.8916, -0.2818, -0.9659]],
  "lowdin_charge": [-0.331, -0.053, -0.217, 0.169, -0.501, 0.652, 0.112, 0.001, 0.118, 0.049],
  "lumo_ev": 0.410,
  "e_homo_ev": -9.5,
  "e_above_lowest_kj_mol": 120.86
}



Entry 2:
{
  "formula": "C2H4NO2P",
  "method": "the ωB97M-V functional and the def2-TZVPD basis",
  "elements": ["C", "C", "N", "O", "O", "P", "H", "H", "H", "H"],
  "xyz": [[-0.9631, -0.3272, -0.1032], [-0.3055, 1.0390, -0.2267], [0.0828, -1.2639, -0.0106], [-2.1499, -0.5837, -0.1806], [1.0955, 0.8143, -0.5205], [1.5983, -0.5834, 0.0297], [-0.8559, 1.4908, -1.1096], [-0.2914, 1.6759, 0.5746], [-0.0276, -2.2787, 0.2269], [1.8169, 0.0168, 1.3200]],
  "lowdin_charge": [-0.490, -0.125, -0.148, 0.073, -0.430, 0.795, 0.157, 0.094, 0.133, -0.059],
  "lumo_ev": 0.783,
  "e_homo_ev": -9.1,
  "e_above_lowest_kj_mol": 89.53
}



Entry 3:
{
  "formula": "C2H4NO3",
  "method": "the ωB97M-V functional and the def2-TZVPD basis",
  "elements": ["C", "C", "N", "O", "O", "O", "H", "H", "H", "H"],
  "xyz": [[-0.3009, -2.1527, -1.5441], [0.4401, 0.4307, 0.6344], [0.1641, -1.0041, 0.6491], [-1.0592, -1.2160, 0.7909], [-0.2582, -2.3605, -2.7846], [0.6792, -1.4101, -1.0007], [-0.9924, -2.6612, -0.8945], [0.5179, 0.7661, 1.7423], [1.4527, 0.4955, 0.0348], [-0.3329, 0.8344, 0.0031]],
  "lowdin_charge": [-0.418, -0.146, -0.309, -0.237, -0.097, -0.127, 0.099, 0.094, 0.093, 0.049],
  "lumo_ev": 4.441,
  "e_homo_ev": -2.9,
  "total_charge": -1,
  "e_above_lowest_kj_mol": 455.65
}



Entry 4:
{
  "formula": "C2H4NO3",
  "method": "the ωB97M-V functional and the def2-TZVPD basis",
  "elements": ["C", "C", "N", "O", "O", "O", "H", "H", "H", "H"],
  "xyz": [[-0.1262, 1.8033, -0.0628], [-0.1494, -0.5896, 0.2926], [-0.4861, 4.2466, 0.7100], [0.3908, 4.6831, 0.1574], [-1.3874, 4.2679, 1.3277], [-0.1751, 0.8640, 0.6700], [-0.1622, 1.6017, -1.1605], [-0.9438, -0.9439, -0.2959], [-0.3125, -1.0504, 1.2900], [0.7169, -0.8379, -0.3364]],
  "lowdin_charge": [0.063, 0.056, -0.185, 0.326, 0.374, -0.053, 0.096, 0.081, 0.124, 0.118],
  "lumo_ev": [-6.520, -6.276],
  "e_homo_ev": [-13.8, -14.0],
  "total_charge": 1,
  "e_above_lowest_kj_mol": 271.41
}



Entry 5:
{
  "formula": "C2H4NO3P",
  "method": "the ωB97M-V functional and the def2-TZVPD basis",
  "elements": ["C", "C", "N", "O", "O", "O", "P", "H", "H", "H", "H"],
  "xyz": [[-0.6173, 0.0748, 0.7496], [0.1014, -0.3075, -0.4900], [-0.3473, 1.0663, -0.2709], [-1.3972, 1.5323, -1.0155], [1.7058, -2.3595, 0.1488], [2.1489, -1.0946, -2.0489], [1.8679, -0.9461, -0.3405], [-1.5771, -0.4136, 0.9260], [-0.1533, 0.4480, 1.6956], [-0.3079, -1.0131, -1.1908], [1.6067, -0.3198, -2.3411]],
  "lowdin_charge": [-0.270, -0.484, -0.328, -0.493, -0.620, -0.437, 0.426, 0.066, 0.068, 0.069, 0.001],
  "lumo_ev": 7.349,
  "e_homo_ev": 1.6,
  "total_charge": -2,
  "e_above_lowest_kj_mol": 451.39
}



Entry 6:
{
  "formula": "C2H4NO3P",
  "method": "the ωB97M-V functional and the def2-TZVPD basis",
  "elements": ["C", "C", "N", "O", "O", "O", "P", "H", "H", "H", "H"],
  "xyz": [[-1.2413, -0.8191, 0.5483], [-0.3894, -0.2360, -0.4995], [-1.2342, 0.6692, 0.3680], [-2.2209, 1.1985, -0.4235], [2.7516, -1.0283, -0.6717], [2.1863, 1.3550, -0.0680], [1.8766, -0.3050, 0.2908], [-2.0898, -1.4578, 0.3468], [-0.5838, -1.1173, 1.4439], [-0.5740, -0.1091, -1.5538], [1.5189, 1.8498, 0.2187]],
  "lowdin_charge": [-0.332, -0.343, -0.344, -0.518, -0.648, -0.380, 0.552, 0.044, 0.037, 0.036, -0.103],
  "lumo_ev": 7.280,
  "e_homo_ev": 1.9,
  "total_charge": -2,
  "e_above_lowest_kj_mol": 551.62
}



Entry 7:
{
  "formula": "C2H4NO3PS",
  "method": "the ωB97M-V functional and the def2-TZVPD basis",
  "elements": ["C", "C", "N", "O", "O", "O", "P", "S", "H", "H", "H", "H"],
  "xyz": [[-4.1855, -0.4462, -0.2439], [0.0337, -0.3785, 0.2922], [-3.5167, -1.3816, -0.2554], [2.1759, 0.5158, -1.4475], [2.1974, 1.2389, 0.8788], [2.5989, -1.2255, 0.3893], [1.8012, -0.0025, -0.1256], [-5.1028, 0.8557, -0.1157], [-0.6836, 0.1880, -0.3414], [-0.0758, -1.4435, 0.0293], [2.6859, 0.7590, 1.6142], [-0.0154, -0.4612, 1.4108]],
  "lowdin_charge": [-1.191, -0.194, -0.041, -0.401, -0.269, -0.484, 0.161, 0.255, 0.039, 0.022, 0.058, 0.043],
  "lumo_ev": 5.429,
  "e_homo_ev": -1.4,
  "total_charge": -2,
  "e_above_lowest_kj_mol": 0.00
}



Entry 8:
{
  "formula": "C2H4NO3S",
  "method": "the ωB97M-V functional and the def2-TZVPD basis",
  "elements": ["C", "C", "N", "O", "O", "O", "S", "H", "H", "H", "H"],
  "xyz": [[0.5733, 0.4805, -0.4935], [0.9446, -0.7941, 0.2646], [-1.5714, 1.1565, -0.0545], [-2.3934, 1.8290, 0.4415], [-0.2938, 1.3559, 0.2466], [-1.4758, -1.3326, -0.2996], [-0.3829, -1.9724, 0.3656], [1.5525, 0.8754, -0.4752], [0.1470, 0.2765, -1.4554], [1.8534, -1.2524, -0.0214], [1.0465, -0.6222, 1.4813]],
  "lowdin_charge": [-0.173, -0.323, -0.108, 0.148, -0.032, -0.327, 1.258, 0.128, 0.134, 0.095, 0.199],
  "lumo_ev": [-8.728, -8.725],
  "e_homo_ev": [-14.1, -14.1],
  "total_charge": 1,
  "e_above_lowest_kj_mol": 139.09
}



Entry 9:
{
  "formula": "C2H4NO3S",
  "method": "the ωB97M-V functional and the def2-TZVPD basis",
  "elements": ["C", "C", "N", "O", "O", "O", "S", "H", "H", "H", "H"],
  "xyz": [[0.1796, -0.2207, 0.9675], [1.1822, 0.6963, 0.2078], [-2.1055, -0.9071, -0.0687], [-2.4605, -1.3333, -1.0489], [-0.5183, -0.8412, -0.1759], [-0.0170, 0.8581, -2.1438], [0.8400, -0.0542, -1.4226], [0.4088, -1.0412, 1.5668], [-0.5753, 0.4083, 1.3516], [0.8646, 1.6769, 0.2271], [2.2014, 0.7581, 0.5392]],
  "lowdin_charge": [-0.138, -0.212, 0.199, 0.235, -0.356, -0.359, 1.210, 0.118, 0.114, 0.079, 0.109],
  "lumo_ev": -6.631,
  "e_homo_ev": -15.9,
  "total_charge": 1,
  "e_above_lowest_kj_mol": 39.98
}



Entry 10:
{
  "formula": "C2H4NOP",
  "method": "the ωB97M-V functional and the def2-TZVPD basis",
  "elements": ["C", "C", "N", "O", "P", "H", "H", "H", "H"],
  "xyz": [[1.0213, 0.1151, 0.1536], [-0.0400, 0.1599, 1.0791], [2.0755, -0.0486, -0.4138], [-1.8668, -0.6208, -0.7531], [-1.2083, 0.8435, -0.3201], [-0.3766, -0.7993, 1.4622], [0.1069, 0.8784, 1.8766], [2.2556, 0.2000, -1.3830], [-1.9675, -0.7282, -1.7014]],
  "lowdin_charge": [-0.311, -0.403, 0.139, -0.469, 0.788, 0.083, 0.074, 0.084, 0.015],
  "lumo_ev": 0.880,
  "e_homo_ev": -6.8,
  "e_above_lowest_kj_mol": 192.59
}



Entry 11:
{
  "formula": "C2H4NOS2",
  "method": "the ωB97M-V functional and the def2-TZVPD basis",
  "elements": ["C", "C", "N", "O", "S", "S", "H", "H", "H", "H"],
  "xyz": [[-1.3333, 1.3667, 0.6309], [0.6367, -0.6127, -0.8213], [1.1888, -1.4794, 0.1545], [-0.9832, 0.4473, 1.3435], [-2.6388, 2.4248, 0.8530], [-0.4639, 1.7816, -0.8590], [0.5298, -1.6260, 0.9102], [1.3319, -0.2655, -1.5656], [-0.3325, -0.9183, -1.1658], [2.0645, -1.1187, 0.5196]],
  "lowdin_charge": [-1.561, -0.276, -0.056, -0.177, 0.445, 0.482, 0.052, 0.015, 0.020, 0.057],
  "lumo_ev": [3.673, 2.389],
  "e_homo_ev": [-2.2, -4.0],
  "multiplicity": 3,
  "s_squared": 2.0098,
  "total_charge": -1,
  "e_above_lowest_kj_mol": 14.71
}



Entry 12:
{
  "formula": "C2H4NP",
  "method": "the ωB97M-V functional and the def2-TZVPD basis",
  "elements": ["C", "C", "N", "P", "H", "H", "H", "H"],
  "xyz": [[0.0714, -0.0305, -0.3839], [0.7154, -1.0558, 0.5046], [0.7826, -0.2144, -1.3840], [-1.4813, 0.8408, -0.0210], [1.7271, -0.8953, 0.8284], [0.4004, -2.0769, 0.3658], [-1.2753, 1.8599, -0.9402], [-0.9404, 1.5721, 1.0302]],
  "lowdin_charge": [-0.891, 0.043, 0.178, 0.825, 0.039, 0.041, -0.120, -0.114],
  "lumo_ev": [-0.151, -0.101],
  "e_homo_ev": [-9.1, -9.1],
  "e_above_lowest_kj_mol": 263.89
}



In the order shown, the computed maximum force values come out to 0.0794, 0.0731, 0.0975, 0.1018, 0.0439, 0.1170, 0.0652, 0.0814, 0.0517, 0.0438, 0.0409, 0.0502 Eh/bohr.